Computed, not measured: a 2-piece molecular cluster, C3H8O2 overall, with ωB97M-V/def2-TZVPD.

Its LUMO energy is 0.8389 eV. The calculation puts the gap between HOMO and LUMO at 0.406 hartree. As for the spin multiplicity: 1. As for the SMILES: CCC=O.O. As for the HOMO energy: -10.22 eV. The value obtained for the energy relative to the best compared isomer or geometry (same formula, charge and spin) is 1.132 eV. The total energy is -269.5533 a.u.

```
13
C3H8O2, DFT ωB97M-V/def2-TZVPD
H 0.46 -1.26 0.67
H 0.72 -1.07 2.43
H -1.39 -0.76 -3.60
H -0.21 2.50 -0.09
H 0.69 1.37 2.11
O 0.77 0.89 -1.02
C 0.15 0.81 1.32
C 0.22 1.47 -0.07
H -1.31 -2.13 -2.86
O -1.95 -1.50 -3.27
C 0.83 -0.58 1.45
H -0.89 0.67 1.66
H 1.90 -0.39 1.27
```

***

Computed, not measured: one molecule with the formula C3H8O2, with ωB97M-V/def2-TZVPD.

Its LUMO energy is 0.7461 eV. The calculation puts the gap between HOMO and LUMO at 0.371 hartree. As for the spin multiplicity: 1. As for the SMILES: OCCCO. As for the HOMO energy: -9.34 eV. The value obtained for the energy relative to the best compared isomer or geometry (same formula, charge and spin) is 2.126 eV. The total energy is -269.5168 a.u.

```
13
C3H8O2, DFT ωB97M-V/def2-TZVPD
H -1.27 1.61 1.26
H 1.38 1.44 0.29
H 1.48 -1.20 -0.66
H -2.17 0.10 -0.26
H -0.50 -1.62 -1.04
C -0.18 -0.58 -0.73
H 1.23 -0.59 1.10
C 1.32 -0.41 0.02
H -1.29 -0.72 1.06
O 1.95 0.82 -0.20
H -0.09 -0.03 -1.67
C -1.19 -0.03 0.21
O -0.66 1.22 0.63
```

***

Computed, not measured: a 2-piece molecular cluster, C3H8O2 overall, with ωB97M-V/def2-TZVPD.

Its LUMO energy is 0.7024 eV. The calculation puts the gap between HOMO and LUMO at 0.349 hartree. As for the spin multiplicity: 1. As for the SMILES: C=CO.CO. As for the HOMO energy: -8.80 eV. The value obtained for the energy relative to the best compared isomer or geometry (same formula, charge and spin) is 1.783 eV. The total energy is -269.5294 a.u.

```
13
C3H8O2, DFT ωB97M-V/def2-TZVPD
H 0.66 -2.27 2.45
H -1.30 -2.69 1.15
O -0.73 -1.52 -0.49
H 1.49 -1.39 1.07
C -0.26 2.40 -0.98
H 1.18 1.03 -0.94
C 0.64 -1.97 1.41
O 0.25 1.09 -0.73
H -0.03 2.67 -2.01
H -0.22 -0.70 -0.46
H 0.15 3.14 -0.30
C -0.51 -2.07 0.75
H -1.34 2.28 -0.91
```

***

Computed, not measured: a 2-piece molecular cluster, C3H8O2 overall, with ωB97M-V/def2-TZVPD.

Its LUMO energy is 0.9186 eV. The calculation puts the gap between HOMO and LUMO at 0.352 hartree. As for the spin multiplicity: 1. As for the SMILES: C/C=C/O.O. As for the HOMO energy: -8.67 eV. The value obtained for the energy relative to the best compared isomer or geometry (same formula, charge and spin) is 1.766 eV. The total energy is -269.5300 a.u.

```
13
C3H8O2, DFT ωB97M-V/def2-TZVPD
C -2.34 0.70 0.71
H -2.19 1.40 -1.31
H 5.74 -2.02 -2.99
H -1.02 0.18 -0.80
O 5.83 -1.36 -3.68
O -1.68 0.18 2.96
H -0.39 0.52 1.37
H 6.63 -0.85 -3.58
H -3.35 0.75 1.15
C -1.43 0.55 1.68
H -1.11 -0.52 3.26
H -2.63 -0.32 -1.19
C -2.07 0.48 -0.74
```

***

Computed, not measured: a 2-piece molecular cluster, C3H8O2 overall, with ωB97M-V/def2-TZVPD.

Its LUMO energy is 0.5721 eV. The calculation puts the gap between HOMO and LUMO at 0.332 hartree. As for the spin multiplicity: 1. As for the SMILES: C=C(C)O.O. As for the HOMO energy: -8.47 eV. The value obtained for the energy relative to the best compared isomer or geometry (same formula, charge and spin) is 1.168 eV. The total energy is -269.5520 a.u.

```
13
C3H8O2, DFT ωB97M-V/def2-TZVPD
O 0.27 -0.22 -0.57
H 1.62 -0.84 2.21
H -2.01 -0.28 -3.46
C -0.76 0.73 1.33
C 1.60 -0.17 1.35
H -0.76 1.08 2.34
O -1.38 -0.56 -2.78
H -0.30 0.28 -1.16
H 2.04 0.72 1.73
H -1.61 1.05 0.75
C 0.27 0.13 0.74
H 2.24 -0.46 0.53
H -1.21 -1.47 -3.01
```

***

Computed, not measured: a 2-piece molecular cluster, C3H8O2 overall, with ωB97M-V/def2-TZVPD.

Its LUMO energy is 0.7959 eV. The calculation puts the gap between HOMO and LUMO at 0.397 hartree. As for the spin multiplicity: 1. As for the SMILES: C=O.CCO. As for the HOMO energy: -10.00 eV. The value obtained for the energy relative to the best compared isomer or geometry (same formula, charge and spin) is 1.620 eV. The total energy is -269.5353 a.u.

```
13
C3H8O2, DFT ωB97M-V/def2-TZVPD
H -0.48 -2.65 -0.73
H -1.51 -1.23 -0.91
O 0.97 -0.75 0.40
C 0.22 2.54 -0.24
H 0.99 3.33 -0.35
H 0.87 -0.55 -0.55
H -0.47 2.64 0.61
H -0.85 -0.40 1.31
H -1.91 -2.43 0.35
O 0.21 1.64 -1.03
C -0.26 -1.22 0.88
C -1.10 -1.93 -0.19
H -0.04 -1.97 1.64
```